ORCA calculation (the ωB97M-V functional and the def2-TZVPD basis) on a 11-piece molecular cluster, C32H91N5O14 overall.

```
142
Properties=species:S:1:pos:R:3:mulliken_charge:R:1
C -0.58422 -3.66509 2.52125 -0.7352
O -1.76601 -3.47131 3.29898 -0.2137
C -1.71044 -3.92105 4.62811 -0.6833
C -3.16048 -3.84319 5.13190 -0.6001
N -3.96343 -4.87672 4.48349 -0.3700
C -5.37609 -4.56599 4.63089 -0.6502
C -6.20471 -5.73795 4.05980 -0.5397
O -7.51813 -5.69781 4.64133 -0.2973
C -8.28790 -6.77920 4.18017 -0.6748
H -0.60463 -3.00853 1.65155 -0.0596
H -0.49381 -4.72110 2.27091 0.4492
H 0.23967 -3.20907 3.07914 0.4296
H -1.05826 -3.31877 5.27199 0.3753
H -1.24372 -4.91042 4.67556 0.4339
H -3.44244 -2.80013 4.94856 0.2840
H -3.26525 -4.04883 6.19811 0.4343
H -3.83212 -4.84444 3.47753 0.2332
H -5.63379 -3.69249 4.02248 0.2215
H -5.63250 -4.42878 5.68078 0.4226
H -5.80943 -6.70137 4.39007 0.3792
H -6.24959 -5.65034 2.97057 0.3189
H -8.23096 -6.72663 3.08760 0.2877
H -9.30502 -6.75104 4.56328 0.2497
H -7.85368 -7.74256 4.47268 0.2820
C -0.09053 -0.93037 -1.41890 0.5484
O 0.80675 0.14303 -1.55992 0.2504
C 2.07834 -0.12961 -2.15356 -0.2646
C 2.68064 1.25714 -2.60031 -1.1440
N 2.47137 2.13357 -1.48594 1.0054
C 2.60725 3.55835 -1.86452 -0.9862
C 2.53617 4.56856 -0.74538 -0.4168
O 3.63243 4.51826 0.14760 -0.3273
C 3.68664 5.50607 1.08393 -0.7062
H 0.05213 -1.45336 -0.46921 -0.1022
H -0.17172 -1.69974 -2.19010 -0.1292
H -1.06614 -0.44530 -1.37258 -0.7574
H 2.01939 -0.82208 -2.99650 -0.1065
H 2.72853 -0.61395 -1.41770 0.2489
H 2.14736 1.41625 -3.55052 0.2309
H 3.71566 1.11023 -2.92166 0.3352
H 1.64938 1.75049 -1.03991 -0.1413
H 1.95539 3.82522 -2.70284 0.5352
H 3.60861 3.58541 -2.30452 0.4785
H 1.67620 4.52284 -0.06630 0.2593
H 2.43816 5.54054 -1.24443 0.3209
H 4.40933 5.29954 1.87349 0.2929
H 2.72101 5.66558 1.58339 0.1693
H 3.96772 6.49012 0.68509 0.3027
C 2.64715 -2.99095 -6.05841 -0.7379
O 1.59760 -3.78334 -5.55091 -0.4905
C 1.09239 -3.49326 -4.28185 0.8735
C 0.15346 -4.61165 -3.85215 -1.2700
N -0.20072 -4.47915 -2.43880 0.0841
C 0.57328 -5.25275 -1.46864 -1.1429
C 1.30623 -4.24307 -0.54398 0.9919
O 2.09148 -4.92650 0.41236 -0.5153
C 3.01742 -4.12401 1.07131 -0.4804
H 2.65091 -2.00940 -5.57271 0.1987
H 2.66633 -2.96516 -7.14401 0.3425
H 3.61154 -3.38563 -5.71612 0.2858
H 0.51963 -2.56383 -4.36600 -0.3270
H 1.88175 -3.42305 -3.52525 0.1837
H 0.51401 -5.57869 -4.21866 0.3732
H -0.78918 -4.57056 -4.40602 0.4128
H -1.18840 -4.60160 -2.28266 0.2715
H 1.30174 -5.90606 -1.95278 0.3209
H -0.03434 -5.90867 -0.84298 0.3666
H 0.54201 -3.70958 0.02759 -0.4968
H 1.90105 -3.56543 -1.16166 0.0858
H 3.57653 -4.80103 1.71704 0.3563
H 2.46285 -3.32901 1.57868 0.0505
H 3.78431 -3.65953 0.44141 0.2730
C 5.89524 2.36410 -0.11490 -0.4850
O 4.77101 1.93380 0.64861 -0.4411
H 5.82073 3.45225 -0.16715 0.1663
H 6.83070 2.09536 0.37221 0.3169
H 5.82420 1.94300 -1.12151 0.1415
H 4.08900 2.45912 0.20892 0.2671
C -1.08506 2.75526 -1.03560 0.2699
O -2.13402 3.71064 -1.03297 -0.6707
H -0.49506 2.90708 -1.94779 0.0340
H -0.37284 2.81519 -0.21562 0.1732
H -1.55007 1.77827 -1.17924 -0.1750
H -2.71259 3.38379 -1.72999 0.3672
C -2.71460 -0.12728 1.12860 -0.6244
O -1.62686 -0.62491 1.93763 -0.2221
H -2.84807 -0.74076 0.23674 0.1820
H -3.56322 -0.35652 1.78090 0.4312
H -2.70940 0.94799 0.97691 0.1533
H -1.86592 -1.44714 2.37548 0.1503
C 5.45014 -0.96594 -4.43522 -0.0044
O 6.76831 -1.36530 -4.02975 -0.5702
H 5.17430 -1.84047 -5.03056 0.0146
H 4.83188 -0.80032 -3.55467 -0.0149
H 5.53266 -0.15584 -5.15648 0.3040
H 6.76303 -2.30382 -3.83641 0.2983
C 0.90362 8.48742 0.06457 -0.4057
O 0.58364 9.78289 0.50130 -0.5226
H 0.49458 7.74348 0.76319 0.2182
H 0.48368 8.22396 -0.90786 0.2738
H 1.94589 8.16817 0.11157 0.1207
H -0.28183 9.98187 0.13732 0.3195
C 2.56559 -0.39349 1.63331 -0.2595
O 3.87603 -0.95746 1.67700 -0.6242
H 2.47317 0.69016 1.53236 0.1804
H 1.91250 -0.88197 0.90794 -0.0088
H 2.17167 -0.52781 2.64441 0.4416
H 4.47761 -0.40293 1.16615 0.2941
C -2.31404 -0.91307 -4.85406 -1.5661
C -2.68304 0.27290 -3.92075 2.2112
C -2.30155 1.56540 -4.69896 -1.0630
O -2.49228 2.63107 -3.81865 -0.1491
C -2.30187 3.93692 -4.32901 -0.8999
N -4.12152 0.21474 -3.71796 -0.7770
H -2.40585 -1.74715 -4.15074 0.2984
H -1.27154 -0.87884 -5.17049 0.3033
H -3.00346 -1.05229 -5.68147 0.4370
H -2.08586 0.31713 -3.00991 -0.9351
H -2.76805 1.61813 -5.68799 0.4627
H -1.23244 1.47899 -4.93643 0.2819
H -2.89536 4.10957 -5.23163 0.3571
H -1.26832 4.10156 -4.65068 0.3242
H -2.57543 4.64990 -3.55544 0.2721
H -4.46299 1.07168 -3.29431 0.2931
H -4.45493 -0.48751 -3.06822 0.2479
C -1.26595 5.65629 5.19847 -1.6334
C -0.88551 4.21660 5.06825 0.5282
C 0.46422 4.08008 4.32466 -0.5167
O 0.84657 2.79338 3.87423 -0.4067
C -0.12251 2.03466 3.15034 -0.3698
N -0.84336 3.63927 6.43414 -0.6983
H -2.20569 5.78335 5.73880 0.4062
H -1.45373 6.09908 4.21631 0.3584
H -0.58858 6.33515 5.72069 0.3241
H -1.66184 3.60447 4.60722 0.3387
H 1.20717 4.43670 5.03794 0.3665
H 0.42946 4.68153 3.40820 0.1294
H -0.44296 2.69701 2.33926 0.3979
H -0.90358 1.81540 3.88078 0.3226
H 0.23228 1.09152 2.74435 -0.1761
H -0.00904 3.98103 6.89764 0.2703
H -0.79023 2.63141 6.35584 0.2871
```

energy relative to the best compared isomer or geometry (same formula, charge and spin)	0.0	kcal/mol
DFT total energy	-2600.5702	Ha
orbital gap	9.218	eV
2S+1	1